Computed, not measured: C25H42N7O3S3Si3Ti as an isolated structure at a distorted geometry, with ωB97M-V with the def2-TZVPD basis set.

Properties
Net charge: +1
Strongest force on any atom, eV Å⁻¹: 1.23
HOMO-LUMO gap, eV: 6.42
Calculated total energy, eV: -122434.523
Relative energy (zero: lowest compared OMol25 entry of this formula, charge and spin), kJ/mol: 125.1

Last column: Löwdin charge in e.
CARTESIAN COORDINATES (ANGSTROEM)
C (4.40, -3.09, 2.95)  -0.326
H (0.23, -1.09, -4.52)  0.053
H (-2.33, 2.66, -4.02)  0.015
H (-3.45, -1.64, -2.43)  0.032
H (-3.89, 2.32, -1.59)  0.031
O (-2.01, -0.37, 0.58)  -0.138
H (-1.87, -1.81, -3.20)  0.014
C (0.60, 3.47, 4.19)  -0.071
C (-1.06, 4.02, -2.14)  -0.167
C (-0.68, 0.88, -1.63)  -0.465
O (1.54, -0.06, -1.03)  -0.484
H (-1.09, 3.52, 1.36)  0.040
H (3.12, -0.89, 3.56)  0.106
H (3.49, 0.53, -1.42)  0.088
N (3.59, -4.31, 1.45)  0.034
H (1.33, 3.81, 0.26)  0.040
H (0.53, -2.08, -3.08)  0.012
N (-3.26, -2.30, 0.46)  -0.031
C (-1.58, 2.86, 0.65)  -0.141
C (-0.58, -0.87, 2.69)  -1.135
H (3.46, -5.15, 0.91)  0.160
H (1.51, 2.64, -3.41)  0.020
C (1.57, 3.20, 3.23)  -0.071
H (-0.61, 3.89, -3.12)  0.029
C (-2.74, -1.16, -3.10)  -0.146
H (5.92, -3.31, 4.38)  0.092
C (-2.35, -4.10, -0.80)  0.053
S (-1.47, -0.01, 3.94)  1.060
H (-4.73, 0.81, -1.93)  0.042
C (2.86, -3.18, 1.35)  -0.700
C (5.20, -2.55, 4.07)  0.002
H (1.79, 3.47, -1.40)  0.035
H (-2.55, 3.30, 0.42)  0.041
S (1.64, -2.87, 0.25)  0.762
H (-4.41, -0.72, 1.22)  0.097
H (1.83, 2.19, -0.20)  -0.003
H (-2.99, 1.26, -4.85)  0.039
H (0.66, 4.38, 4.78)  0.111
H (-4.17, -4.16, 0.30)  0.141
Si (0.83, 0.36, -2.61)  0.456
C (-2.18, -1.56, 0.15)  -0.609
C (0.45, 1.16, 2.65)  -0.324
H (-5.17, -2.33, 1.30)  0.103
H (3.26, -0.34, 0.11)  0.067
S (-0.76, -2.50, 2.50)  0.694
Si (-0.54, 2.66, -0.93)  0.479
H (-3.22, -1.12, -4.08)  0.044
N (0.28, -0.07, 1.99)  -0.146
H (-0.72, 4.98, -1.75)  0.046
H (2.39, 3.89, 3.09)  0.113
H (2.29, 1.81, 1.76)  0.104
H (-1.77, 1.90, 1.14)  0.009
H (3.22, -1.23, -1.43)  0.083
O (-0.31, -3.67, -1.91)  0.033
H (-1.25, 1.42, -4.67)  0.031
H (-2.40, -5.11, -1.17)  0.130
N (2.97, -1.09, 2.58)  0.146
C (1.51, 2.05, 2.46)  -0.049
C (-1.20, -3.30, -1.18)  -0.510
H (1.82, 1.39, -4.61)  0.048
H (1.97, -1.05, 2.37)  0.031
H (-3.72, 0.96, -0.49)  0.010
Ti (-0.11, -0.44, -0.05)  1.036
C (-3.80, 1.23, -1.54)  -0.153
H (5.74, -1.65, 3.78)  0.092
C (0.86, -1.20, -3.64)  -0.122
Si (-2.33, 0.61, -2.55)  0.467
C (-0.45, 1.40, 3.69)  -0.468
H (4.56, -2.31, 4.93)  0.089
C (2.96, -0.29, -0.93)  -0.110
H (-2.14, 4.08, -2.27)  0.029
N (4.53, -4.26, 2.43)  0.128
H (-3.88, -1.90, 2.43)  0.089
C (1.87, 1.62, -3.54)  -0.126
C (-2.21, 1.58, -4.17)  -0.161
C (-3.31, -3.59, -0.01)  -0.016
N (-1.21, -1.99, -0.65)  0.038
N (3.39, -2.40, 2.32)  -0.072
C (1.27, 3.06, -0.53)  -0.160
C (-4.24, -1.78, 1.41)  0.024
H (-1.12, 2.73, 5.24)  0.116
C (-0.41, 2.56, 4.45)  -0.074
H (2.92, 1.60, -3.26)  0.041
H (1.88, -1.40, -4.00)  0.055

=====

Computed, not measured: C19H29BF5N8OSiTeTi as an isolated structure at a distorted geometry, with ωB97M-V with the def2-TZVPD basis set.

Properties
2S+1: 2
Net charge: 0
Strongest force on any atom, eV Å⁻¹: 2.54
HOMO-LUMO gap (alpha / beta), eV: 8.47 / 9.94
Calculated total energy, eV: -86701.486
Relative energy (zero: lowest compared OMol25 entry of this formula, charge and spin), kJ/mol: 260.5

Last column: Löwdin spin population.
CARTESIAN COORDINATES (ANGSTROEM)
C (0.60, -2.81, -3.48)  0.003
C (2.22, 2.28, 1.66)  0.000
N (0.33, 1.32, 1.02)  0.005
H (3.48, 3.90, -0.26)  0.000
F (1.35, -1.36, 0.81)  0.021
H (3.71, -1.70, -3.87)  0.000
H (2.80, -3.83, -0.30)  0.000
N (-1.19, 0.79, -1.43)  0.002
C (-1.84, -3.66, -0.27)  0.001
C (-3.57, 2.57, 3.47)  0.000
H (-2.61, 3.80, 5.85)  0.000
H (-0.95, 3.22, 5.62)  0.000
Ti (0.40, -0.37, -0.60)  0.923
C (-2.76, -2.23, 1.71)  0.000
H (-2.20, 2.12, 6.21)  0.000
B (-1.23, 1.10, 1.06)  0.003
H (-4.52, 2.87, 3.87)  0.000
H (-3.97, 1.93, 1.38)  0.000
H (2.39, 3.43, -1.58)  0.000
H (-3.44, -2.93, 2.17)  0.000
N (0.92, 1.85, -0.12)  0.008
C (-2.00, 2.95, 5.53)  0.000
H (3.57, -3.46, -3.95)  0.000
N (-1.72, 1.47, -0.38)  0.002
H (4.49, -2.69, -2.64)  0.000
F (5.18, 0.67, 0.76)  0.000
C (1.94, -3.85, -0.96)  0.000
C (-2.50, -0.94, 2.11)  0.005
H (-0.30, 0.32, -3.84)  0.001
H (1.05, -3.73, -0.34)  0.000
F (4.49, -0.09, -1.48)  0.000
N (-1.56, -0.42, 1.29)  0.003
N (-1.36, 2.16, 3.30)  0.000
H (3.71, 2.37, -1.08)  0.000
H (-1.09, -3.52, -1.05)  0.000
C (1.14, 1.55, 2.09)  -0.001
H (-3.20, 2.90, -2.91)  0.000
C (-2.31, 2.58, 4.12)  0.000
Si (2.04, -2.55, -2.29)  0.001
C (2.96, 3.07, -0.72)  0.000
H (-1.55, -4.53, 0.32)  0.000
C (-2.61, 2.31, -2.23)  0.001
F (4.33, -2.03, 0.05)  0.001
H (0.76, -2.26, -4.41)  0.000
H (-1.32, 1.54, -4.63)  0.000
C (-2.59, 2.39, -0.85)  0.010
H (0.87, 1.22, 3.07)  0.000
C (3.61, -2.60, -3.28)  0.000
H (-3.10, 3.07, -0.19)  0.001
O (1.74, -0.99, -1.71)  -0.012
F (3.76, -0.79, 2.12)  0.002
H (3.05, 2.62, 2.26)  0.000
N (-1.96, 1.91, 2.11)  0.000
H (-2.90, -0.36, 2.92)  0.000
C (-1.94, -2.45, 0.59)  0.004
H (-2.79, -3.87, -0.75)  0.000
N (-1.23, -1.36, 0.35)  0.000
C (2.04, 2.43, 0.27)  -0.001
H (0.46, -3.87, -3.74)  0.000
C (-1.31, 0.75, -3.88)  0.001
H (-0.35, -2.46, -3.06)  0.002
C (-3.30, 2.13, 2.20)  0.000
H (1.90, -4.82, -1.46)  0.000
C (-1.71, 1.28, -2.55)  0.008
Te (3.64, -0.32, 0.26)  0.003
H (-1.99, -0.03, -4.21)  0.000

=====

Computed, not measured: one molecule with the formula C4H8BN at a distorted geometry, with ωB97M-V with the def2-TZVPD basis set.

Properties
SMILES: CC(C)BC#N
Net charge: 0
Strongest force on any atom, eV Å⁻¹: 3.15
HOMO-LUMO gap, eV: 10.52
Calculated total energy, eV: -6442.608
Relative energy (zero: lowest compared OMol25 entry of this formula, charge and spin), kJ/mol: 189.2

Last column: Löwdin charge in e.
CARTESIAN COORDINATES (ANGSTROEM)
H (0.51, -1.50, -2.24)  0.072
H (-0.01, 1.17, -1.55)  0.049
C (0.17, 0.92, -0.55)  -0.061
B (0.70, -1.47, -1.11)  -0.134
H (-0.51, 0.27, 1.65)  0.078
H (-0.82, -1.55, 1.55)  0.112
H (1.24, 1.21, -0.21)  0.126
H (-0.51, 1.53, 0.17)  0.106
H (-1.10, -0.86, -0.36)  0.105
C (2.14, -1.82, -0.69)  -0.124
H (0.87, -1.03, 1.77)  0.083
N (3.29, -1.86, -0.49)  0.146
C (-0.07, -0.69, 1.29)  -0.100
C (-0.11, -0.55, -0.22)  -0.457

=====

Short version: molecular weight = 716.98; 694.85; 80.93 g mol⁻¹, in the order given.